Molecular formula: C9H12ClN
Method: DFT, ωB97M-V/def2-TZVPD

Geometry (Å):
C: 0.74 -2.20 0.80
C: 1.57 -1.29 -0.26
N: 2.36 -0.34 0.47
C: 0.71 -0.53 -1.35
C: -0.36 0.34 -0.67
C: 0.11 1.39 0.07
C: -0.81 2.24 0.73
C: -2.16 2.02 0.54
Cl: -3.37 3.03 1.21
C: -2.55 1.00 -0.34
C: -1.71 0.09 -0.86
H: 0.14 -1.48 1.43
H: 1.52 -2.63 1.48
H: 0.30 -3.13 0.31
H: 2.13 -2.06 -0.76
H: 2.88 0.35 -0.07
H: 1.95 0.00 1.33
H: 0.28 -1.20 -2.11
H: 1.37 0.09 -1.95
H: 1.16 1.57 0.13
H: -0.54 2.85 1.60
H: -3.65 0.79 -0.47
H: -2.09 -0.88 -1.26

Values from the calculation:
gap between HOMO and LUMO: 9.621 eV
LUMO level: 0.88 eV
ΔE to the lowest compared entry with this formula, charge and spin: 25.9 kcal/mol
SMILES string: C[C@H](N)Cc1ccc(Cl)cc1

Population analysis type Löwdin, resulting atomic charges in e: number 1, C, carries -0.0520; number 2, C, carries -0.4206; number 3, N, carries -0.0006; number 4, C, carries -0.1070; number 5, C, carries -0.2447; number 6, C, carries -0.0477; number 7, C, carries -0.0828; number 8, C, carries -0.6972; number 9, Cl, carries 0.6749; number 10, C, carries -0.1386; number 11, C, carries -0.0581; number 12, H, carries 0.0797; number 13, H, carries 0.0651; number 14, H, carries 0.0891; number 15, H, carries 0.1057; number 16, H, carries 0.0878; number 17, H, carries 0.0706; number 18, H, carries 0.1068; number 19, H, carries 0.1053; number 20, H, carries 0.0923; number 21, H, carries 0.1085; number 22, H, carries 0.1247; number 23, H, carries 0.1390


Molecular formula: C9H12I2O5PmPrS
Method: DFT, ωB97M-V/def2-TZVPD

Geometry (Å):
I: 0.27 3.83 1.49
I: -0.98 1.77 3.71
Pr: -0.82 -0.81 1.72
Pm: 0.52 1.59 -0.79
S: -1.97 0.91 -0.01
C: 0.20 -0.12 -2.64
C: 2.49 0.04 -1.47
C: -3.46 0.83 -1.13
C: -4.68 0.81 -0.22
C: -3.37 -0.45 -1.96
C: -3.44 2.07 -2.01
C: 1.33 -2.61 1.28
C: -0.45 -2.24 -0.56
O: 3.17 -0.88 -1.59
O: 0.18 -0.96 -3.44
O: 2.27 -3.03 0.76
O: -0.22 -2.97 -1.42
H: -5.60 0.77 -0.83
H: -4.73 1.71 0.40
H: -4.68 -0.06 0.44
H: -4.23 -0.45 -2.67
H: -3.45 -1.34 -1.33
H: -2.45 -0.51 -2.53
H: -4.33 2.09 -2.65
H: -2.55 2.11 -2.65
H: -3.44 2.99 -1.38
C: 2.10 0.56 1.84
O: 0.95 0.37 1.00
H: 2.97 0.07 1.39
H: 1.89 0.15 2.84
H: 2.27 1.64 1.94

Values from the calculation:
charge: +4
gap between HOMO and LUMO (spin up / spin down): 6.040 / 6.095 eV
spin multiplicity: 7
LUMO level (spin up / spin down): -16.76 / -16.73 eV

Population analysis type Löwdin, resulting atomic charges in e: number 1, I, carries 0.6143; number 2, I, carries 0.7506; number 3, Pr, carries 0.7782; number 4, Pm, carries 1.3236; number 5, S, carries 0.5165; number 6, C, carries -0.0618; number 7, C, carries -0.0029; number 8, C, carries -0.8371; number 9, C, carries -0.0702; number 10, C, carries -0.0731; number 11, C, carries -0.0775; number 12, C, carries 0.0489; number 13, C, carries -0.0219; number 14, O, carries 0.2230; number 15, O, carries 0.2209; number 16, O, carries 0.2144; number 17, O, carries 0.2214; number 18, H, carries 0.1350; number 19, H, carries 0.1011; number 20, H, carries 0.0912; number 21, H, carries 0.1375; number 22, H, carries 0.0964; number 23, H, carries 0.0537; number 24, H, carries 0.1282; number 25, H, carries 0.0801; number 26, H, carries 0.1052; number 27, C, carries -0.1510; number 28, O, carries -0.8177; number 29, H, carries 0.1150; number 30, H, carries 0.1042; number 31, H, carries 0.0540


Molecular formula: C9H12N2O
Method: DFT, ωB97M-V/def2-TZVPD

Geometry (Å):
C: -2.99 -0.98 -0.81
C: -2.29 0.29 -0.29
C: -2.94 0.83 0.95
N: -0.98 -0.20 -0.16
N: -0.10 0.68 -0.01
O: -0.44 1.91 0.12
C: 1.25 0.32 0.01
C: 1.64 -1.03 0.24
C: 2.90 -1.45 0.23
C: 3.93 -0.64 -0.04
C: 3.61 0.72 -0.17
C: 2.27 1.24 -0.19
H: -2.66 -1.86 -0.14
H: -4.13 -1.11 -0.78
H: -2.83 -1.04 -1.90
H: -2.23 1.12 -1.12
H: -2.82 0.30 1.88
H: -3.99 0.94 0.71
H: -2.53 1.84 1.33
H: 0.93 -1.77 0.50
H: 3.02 -2.59 0.38
H: 4.90 -1.14 0.03
H: 4.41 1.40 -0.38
H: 2.05 2.22 -0.38

Values from the calculation:
gap between HOMO and LUMO: 9.212 eV
LUMO level: -0.15 eV
ΔE to the lowest compared entry with this formula, charge and spin: 95.2 kcal/mol
SMILES string: CC(C)/N=[N+](\[O-])c1ccccc1

Population analysis type Löwdin, resulting atomic charges in e: number 1, C, carries -0.0881; number 2, C, carries -0.4668; number 3, C, carries -0.0779; number 4, N, carries 0.1004; number 5, N, carries -0.2364; number 6, O, carries -0.0305; number 7, C, carries -0.1477; number 8, C, carries -0.0242; number 9, C, carries -0.1405; number 10, C, carries -0.0889; number 11, C, carries -0.0384; number 12, C, carries 0.0309; number 13, H, carries 0.1030; number 14, H, carries 0.0828; number 15, H, carries 0.0668; number 16, H, carries 0.1780; number 17, H, carries 0.0746; number 18, H, carries 0.0675; number 19, H, carries 0.0991; number 20, H, carries 0.0996; number 21, H, carries 0.1437; number 22, H, carries 0.1154; number 23, H, carries 0.0941; number 24, H, carries 0.0833


Molecular formula: C9H12N2O
Method: DFT, ωB97M-V/def2-TZVPD

Geometry (Å):
C: -0.36 2.69 -0.17
C: -0.32 1.23 -0.52
C: -1.57 0.31 0.24
O: -2.40 0.81 0.94
N: -1.74 -0.89 -0.32
C: -2.36 -2.11 0.07
C: -0.97 -2.12 -0.42
N: 0.94 0.62 -0.15
C: 2.12 0.32 -0.88
C: 2.88 -0.55 -0.14
C: 2.27 -0.64 1.10
C: 1.09 0.11 1.09
H: -1.41 3.09 -0.25
H: -0.23 2.95 0.88
H: 0.14 3.32 -0.93
H: -0.59 1.10 -1.57
H: -3.18 -2.55 -0.47
H: -2.51 -2.02 1.07
H: -0.12 -2.37 0.34
H: -0.92 -2.39 -1.51
H: 2.10 0.60 -1.96
H: 3.94 -0.65 -0.14
H: 2.85 -0.98 1.94
H: 0.36 0.12 1.77

Values from the calculation:
gap between HOMO and LUMO: 9.194 eV
LUMO level: 0.91 eV
ΔE to the lowest compared entry with this formula, charge and spin: 83.9 kcal/mol
SMILES string: C[C@H](C(=O)N1CC1)n1cccc1

Population analysis type Löwdin, resulting atomic charges in e: number 1, C, carries -0.0618; number 2, C, carries -0.1998; number 3, C, carries -0.4101; number 4, O, carries 0.0916; number 5, N, carries -0.0333; number 6, C, carries -0.0966; number 7, C, carries -0.0652; number 8, N, carries -0.0860; number 9, C, carries -0.0621; number 10, C, carries -0.1239; number 11, C, carries -0.1074; number 12, C, carries -0.1075; number 13, H, carries 0.0950; number 14, H, carries 0.0866; number 15, H, carries 0.0869; number 16, H, carries 0.1374; number 17, H, carries 0.1135; number 18, H, carries 0.0853; number 19, H, carries 0.1449; number 20, H, carries 0.1258; number 21, H, carries 0.1214; number 22, H, carries 0.0903; number 23, H, carries 0.0911; number 24, H, carries 0.0839


Molecular formula: C9H12N2O
Method: DFT, ωB97M-V/def2-TZVPD

Geometry (Å):
C: -3.41 0.26 0.62
C: -1.95 -0.03 0.50
C: -1.59 -1.40 0.42
C: -0.30 -1.84 0.52
C: 0.71 -0.91 0.67
C: 0.37 0.45 0.73
C: -0.95 0.92 0.69
N: 1.58 1.22 0.77
C: 2.06 2.09 -0.25
O: 2.60 0.26 1.08
N: 2.11 -1.05 0.71
C: 2.68 -1.57 -0.53
H: -3.85 0.20 1.72
H: -3.53 1.34 0.22
H: -3.82 -0.50 -0.09
H: -2.33 -2.08 0.29
H: 0.09 -2.92 0.45
H: -1.29 1.91 0.74
H: 2.68 2.76 0.17
H: 2.59 1.61 -0.99
H: 1.13 2.61 -0.74
H: 3.68 -1.21 -0.49
H: 2.92 -2.65 -0.54
H: 2.17 -1.23 -1.53

Values from the calculation:
gap between HOMO and LUMO: 8.545 eV
LUMO level: 0.92 eV
ΔE to the lowest compared entry with this formula, charge and spin: 116.6 kcal/mol
SMILES string: Cc1ccc2c(c1)N(C)ON2C

Population analysis type Löwdin, resulting atomic charges in e: number 1, C, carries -0.0766; number 2, C, carries -0.3034; number 3, C, carries -0.0576; number 4, C, carries -0.0164; number 5, C, carries -0.2150; number 6, C, carries -0.1290; number 7, C, carries 0.0316; number 8, N, carries -0.1056; number 9, C, carries -0.0431; number 10, O, carries -0.0579; number 11, N, carries -0.0919; number 12, C, carries -0.0614; number 13, H, carries 0.1223; number 14, H, carries 0.0979; number 15, H, carries 0.0816; number 16, H, carries 0.0709; number 17, H, carries 0.1468; number 18, H, carries 0.0962; number 19, H, carries 0.0425; number 20, H, carries 0.0556; number 21, H, carries 0.1379; number 22, H, carries 0.0640; number 23, H, carries 0.0848; number 24, H, carries 0.1259


Molecular formula: C9H12N2O2S
Method: DFT, ωB97M-V/def2-TZVPD

Geometry (Å):
C: -3.98 -0.35 -0.43
C: -2.64 -0.91 -0.27
C: -2.24 -2.17 0.09
N: -0.98 -2.58 0.33
C: -0.08 -1.68 0.22
N: -0.28 -0.35 -0.11
C: -1.61 0.12 -0.37
O: -1.81 1.30 -0.56
C: 0.86 0.43 -0.13
C: 0.92 1.24 1.23
C: 2.08 -0.57 -0.45
C: 3.44 -0.03 -0.22
O: 2.04 -0.80 -1.83
S: 1.64 -2.09 0.33
H: -4.03 0.45 -1.04
H: -4.54 -0.03 0.48
H: -4.55 -1.23 -0.84
H: -2.84 -3.06 0.18
H: 0.70 1.25 -0.81
H: 1.42 0.54 1.85
H: -0.21 1.44 1.34
H: 1.54 2.11 1.22
H: 4.19 -1.00 -0.14
H: 3.44 0.56 0.72
H: 3.83 0.56 -1.08
H: 1.26 -1.41 -1.98

Values from the calculation:
gap between HOMO and LUMO: 9.098 eV
LUMO level: 0.37 eV
ΔE to the lowest compared entry with this formula, charge and spin: 22.1 kcal/mol
SMILES string: Cc1cnc2n(c1=O)[C@@H](C)[C@](C)(O)S2

Population analysis type Löwdin, resulting atomic charges in e: number 1, C, carries -0.0493; number 2, C, carries -0.1728; number 3, C, carries -0.0767; number 4, N, carries 0.0597; number 5, C, carries -0.5520; number 6, N, carries 0.0125; number 7, C, carries -0.3609; number 8, O, carries 0.0849; number 9, C, carries -0.2976; number 10, C, carries -0.0004; number 11, C, carries -0.8207; number 12, C, carries -0.0606; number 13, O, carries -0.0758; number 14, S, carries 1.1101; number 15, H, carries 0.0350; number 16, H, carries 0.1112; number 17, H, carries 0.1040; number 18, H, carries 0.1142; number 19, H, carries 0.1509; number 20, H, carries 0.0536; number 21, H, carries 0.1182; number 22, H, carries 0.0688; number 23, H, carries 0.1409; number 24, H, carries 0.0846; number 25, H, carries 0.1032; number 26, H, carries 0.1150


Molecular formula: C9H12N2O2S
Method: DFT, ωB97M-V/def2-TZVPD

Geometry (Å):
C: -1.98 -1.04 -2.00
N: -1.15 -0.51 -0.93
C: 0.04 0.18 -1.16
C: 0.48 0.61 -2.39
C: 1.74 1.28 -2.39
C: 2.41 1.57 -1.17
N: 1.96 1.05 -0.02
C: 0.82 0.40 -0.03
C: 0.08 -0.33 1.46
C: -0.76 0.76 2.16
C: 1.07 -1.09 2.22
S: -1.00 -1.43 0.55
O: -0.36 -2.72 0.32
O: -2.37 -1.42 1.08
H: -2.40 -0.15 -2.62
H: -1.27 -1.51 -2.75
H: -2.64 -1.73 -1.60
H: -0.20 0.64 -3.22
H: 1.97 1.79 -3.38
H: 3.51 1.89 -1.12
H: -0.93 0.54 3.23
H: -1.69 0.85 1.63
H: -0.10 1.71 2.14
H: 1.62 -0.35 2.92
H: 1.91 -1.57 1.68
H: 0.62 -1.91 2.90

Values from the calculation:
gap between HOMO and LUMO: 9.411 eV
LUMO level: 0.61 eV
ΔE to the lowest compared entry with this formula, charge and spin: 53.3 kcal/mol
SMILES string: CN1c2cccnc2C(C)(C)S1(=O)=O

Population analysis type Löwdin, resulting atomic charges in e: number 1, C, carries -0.0628; number 2, N, carries -0.2053; number 3, C, carries -0.2595; number 4, C, carries -0.0054; number 5, C, carries -0.0496; number 6, C, carries -0.1515; number 7, N, carries 0.0962; number 8, C, carries -0.1242; number 9, C, carries -0.4750; number 10, C, carries -0.0548; number 11, C, carries -0.1084; number 12, S, carries 0.7519; number 13, O, carries -0.2833; number 14, O, carries -0.3147; number 15, H, carries 0.1239; number 16, H, carries 0.1063; number 17, H, carries 0.0598; number 18, H, carries 0.1000; number 19, H, carries 0.1198; number 20, H, carries 0.1286; number 21, H, carries 0.0918; number 22, H, carries 0.0616; number 23, H, carries 0.1231; number 24, H, carries 0.1175; number 25, H, carries 0.0902; number 26, H, carries 0.1238


Molecular formula: C9H12N3
Method: DFT, ωB97M-V/def2-TZVPD

Geometry (Å):
C: 0.38 -0.51 -2.14
N: 0.54 0.39 -0.98
C: 0.00 1.74 -1.22
C: -1.52 1.60 -1.44
C: -2.29 0.70 -0.80
C: -1.65 -0.06 0.29
C: -0.34 -0.22 0.44
N: 0.54 -0.64 1.32
C: 1.04 -1.90 1.51
C: 1.71 -2.00 2.68
N: 1.54 -0.71 3.26
C: 0.89 0.06 2.48
H: 0.75 0.06 -3.08
H: 0.83 -1.40 -1.78
H: -0.66 -0.73 -2.29
H: 1.47 0.61 -0.60
H: 0.43 2.43 -2.03
H: 0.13 2.38 -0.29
H: -2.00 2.40 -1.98
H: -3.35 0.54 -1.01
H: -2.41 -0.44 1.09
H: 1.00 -2.53 0.64
H: 2.29 -2.77 3.19
H: 0.68 1.03 2.74

Values from the calculation:
charge: +1
gap between HOMO and LUMO: 8.961 eV
LUMO level: -3.97 eV
ΔE to the lowest compared entry with this formula, charge and spin: 78.9 kcal/mol
SMILES string: C[N@H+]1CC=CC=C1n1ccnc1

Population analysis type Löwdin, resulting atomic charges in e: number 1, C, carries 0.0082; number 2, N, carries -0.0674; number 3, C, carries -0.1304; number 4, C, carries -0.0485; number 5, C, carries -0.0715; number 6, C, carries 0.0225; number 7, C, carries -0.1040; number 8, N, carries -0.0660; number 9, C, carries -0.0680; number 10, C, carries -0.0394; number 11, N, carries 0.0819; number 12, C, carries -0.1171; number 13, H, carries 0.1550; number 14, H, carries 0.0844; number 15, H, carries 0.0871; number 16, H, carries 0.1780; number 17, H, carries 0.1620; number 18, H, carries 0.1542; number 19, H, carries 0.1142; number 20, H, carries 0.1269; number 21, H, carries 0.1853; number 22, H, carries 0.1210; number 23, H, carries 0.1195; number 24, H, carries 0.1121


Molecular formula: C9H12N3O
Method: DFT, ωB97M-V/def2-TZVPD

Geometry (Å):
C: -1.52 1.33 1.63
C: -0.68 1.81 0.69
C: -0.95 1.48 -0.77
C: -1.14 0.32 -1.41
C: -0.92 -1.04 -0.75
N: -2.14 -1.44 0.00
C: 0.25 -1.03 0.22
N: 0.11 -1.50 1.44
C: 1.53 -0.32 0.04
C: 2.12 0.09 -1.16
C: 3.40 0.47 -0.84
O: 3.56 0.22 0.52
N: 2.45 -0.29 1.04
H: -1.40 1.79 2.56
H: -2.10 0.41 1.53
H: -0.04 2.66 0.98
H: -1.17 2.23 -1.48
H: -1.44 0.45 -2.46
H: -0.55 -1.89 -1.58
H: -2.98 -0.92 -0.04
H: -2.36 -2.37 -0.39
H: 0.78 -1.47 2.18
H: -0.71 -1.96 1.68
H: 1.67 0.13 -2.18
H: 4.26 0.89 -1.45

Values from the calculation:
charge: +1
gap between HOMO and LUMO: 7.999 eV
LUMO level: -4.99 eV
ΔE to the lowest compared entry with this formula, charge and spin: 109.9 kcal/mol
SMILES string: C=C/C=C\[C@H](N)C(=[NH2+])c1ccon1

Population analysis type Löwdin, resulting atomic charges in e: number 1, C, carries 0.0421; number 2, C, carries -0.1286; number 3, C, carries -0.0831; number 4, C, carries -0.0860; number 5, C, carries -0.2811; number 6, N, carries 0.0549; number 7, C, carries -0.1029; number 8, N, carries 0.2790; number 9, C, carries -0.2375; number 10, C, carries -0.0031; number 11, C, carries -0.0070; number 12, O, carries 0.0029; number 13, N, carries 0.1270; number 14, H, carries 0.0527; number 15, H, carries 0.0571; number 16, H, carries 0.1162; number 17, H, carries 0.0983; number 18, H, carries 0.1266; number 19, H, carries 0.2242; number 20, H, carries 0.0808; number 21, H, carries 0.1030; number 22, H, carries 0.1412; number 23, H, carries 0.1095; number 24, H, carries 0.1441; number 25, H, carries 0.1696